This record from the Open Molecules 2025 dataset describes a cluster of 2 separate species, C3H11BrSi2 in total. The level of theory is ωB97M-V/def2-TZVPD.

Computed properties:
frontier orbital gap (spin up / spin down): 6.26 / 4.69 eV
total charge: 0
HOMO (spin up / spin down): -8.757 / -7.853 eV

Atoms and positions in Å:
C (0.652, -1.547, -0.716)
C (1.584, 1.455, -0.210)
C (-0.303, -0.072, 1.808)
Si (-1.553, 1.064, -1.229)
Si (0.076, 0.135, -0.034)
Br (-2.918, -2.379, 0.342)
H (-0.095, -2.311, -0.348)
H (0.963, -1.426, -1.736)
H (1.495, -1.932, -0.070)
H (1.446, 1.820, -1.191)
H (1.460, 2.039, 0.558)
H (2.510, 0.892, -0.048)
H (-0.874, 0.799, 2.265)
H (-0.797, -1.075, 2.069)
H (0.609, -0.010, 2.464)
H (-1.198, 0.798, -2.648)
H (-3.059, 1.749, -1.278)

Results of the Löwdin charge analysis, in e, for atoms 1 through 4: number 1, C, carries -0.23; number 2, C, carries -0.17; number 3, C, carries -0.28; number 4, Si, carries 0.78


This record from the Open Molecules 2025 dataset describes the molecule C4H7Cl. The level of theory is ωB97M-V/def2-TZVPD.

Computed properties:
frontier orbital gap: 10.70 eV
total charge: 0
SMILES string: C=C(C)CCl
HOMO: -9.802 eV

Atoms and positions in Å:
C (0.624, 1.374, -0.062)
C (0.111, 0.005, -0.068)
C (0.836, -1.010, -0.401)
C (-1.259, -0.721, 0.396)
H (-0.124, 2.424, -0.227)
H (0.997, 1.767, 1.073)
H (1.712, 1.409, -0.642)
H (0.402, -1.922, -0.407)
H (1.875, -1.016, -0.867)
H (-0.994, -1.778, -0.010)
H (-1.530, -0.791, 1.531)
Cl (-2.650, 0.261, -0.317)

Results of the Löwdin charge analysis, in e, for atoms 1 through 4: number 1, C, carries -0.14; number 2, C, carries -0.46; number 3, C, carries -0.02; number 4, C, carries -0.50


This record from the Open Molecules 2025 dataset describes a structure of composition C5H12BI2O5Si2. The level of theory is ωB97M-V/def2-TZVPD.

Computed properties:
frontier orbital gap: 5.46 eV
total charge: -1
HOMO: -3.843 eV

Atoms and positions in Å:
C (-1.536, -1.658, 1.762)
C (-0.812, -0.542, 1.066)
I (-1.315, -0.423, -0.955)
C (0.064, 0.309, 1.586)
I (0.483, 0.129, 3.646)
Si (1.014, 1.688, 0.734)
O (0.092, 3.075, 0.710)
Si (-1.487, 3.271, 1.148)
B (2.732, 2.199, 1.705)
O (2.754, 2.888, 2.895)
O (3.937, 1.913, 1.138)
H (-0.878, -2.528, 1.844)
H (-2.427, -1.956, 1.219)
H (-1.825, -1.347, 2.769)
H (1.304, 1.242, -0.638)
H (-1.777, 2.580, 2.422)
H (-1.700, 4.721, 1.350)
H (-2.391, 2.803, 0.083)
H (1.873, 3.109, 3.219)
H (4.669, 2.232, 1.683)
C (-0.022, -2.853, -4.092)
C (-0.912, -4.101, -4.357)
O (-1.913, -3.925, -5.087)
O (-0.525, -5.153, -3.801)
H (-0.415, -1.971, -4.602)
H (0.014, -2.662, -3.017)
H (0.999, -3.040, -4.430)

Results of the Löwdin charge analysis, in e, for atoms 1 through 4: number 1, C, carries -0.22; number 2, C, carries -0.90; number 3, I, carries 1.00; number 4, C, carries -0.87


This record from the Open Molecules 2025 dataset describes the molecule C16H16ClNO4. The level of theory is ωB97M-V/def2-TZVPD.

Computed properties:
frontier orbital gap: 9.14 eV
total charge: 0
SMILES string: COc1ccccc1NC(=O)COc1ccc(CO)cc1Cl
HOMO: -8.477 eV

Atoms and positions in Å:
C (5.048, 1.401, -0.312)
H (5.741, 1.235, 0.520)
O (3.711, 1.216, 0.084)
C (3.308, -0.023, 0.454)
C (4.148, -1.115, 0.644)
C (3.644, -2.320, 1.104)
C (2.298, -2.459, 1.388)
C (1.445, -1.389, 1.180)
C (1.934, -0.185, 0.703)
N (1.047, 0.886, 0.465)
C (0.949, 1.552, -0.707)
O (1.615, 1.347, -1.694)
C (-0.140, 2.637, -0.673)
O (-1.201, 2.351, 0.210)
C (-2.025, 1.305, -0.084)
C (-1.892, 0.459, -1.179)
C (-2.790, -0.576, -1.377)
C (-3.831, -0.800, -0.489)
C (-3.963, 0.034, 0.615)
C (-3.074, 1.070, 0.812)
Cl (-3.236, 2.102, 2.188)
H (-4.760, -0.134, 1.323)
C (-4.804, -1.936, -0.699)
O (-6.063, -1.722, -0.115)
H (-6.439, -0.910, -0.474)
H (-4.902, -2.139, -1.776)
H (-4.415, -2.842, -0.221)
H (-2.670, -1.219, -2.236)
H (-1.087, 0.596, -1.882)
H (0.308, 3.561, -0.292)
H (-0.495, 2.817, -1.694)
H (0.349, 1.075, 1.171)
H (0.387, -1.483, 1.377)
H (1.910, -3.395, 1.758)
H (4.316, -3.152, 1.248)
H (5.205, -1.030, 0.446)
H (5.311, 0.746, -1.147)
H (5.115, 2.438, -0.636)

Results of the Löwdin charge analysis, in e, for atoms 1 through 4: number 1, C, carries -0.07; number 2, H, carries 0.09; number 3, O, carries -0.08; number 4, C, carries -0.21


This record from the Open Molecules 2025 dataset describes a cluster of 2 separate species, C19H22N4O5 in total. The level of theory is ωB97M-V/def2-TZVPD.

Computed properties:
frontier orbital gap: 5.30 eV
total charge: 0
HOMO: -7.222 eV

Atoms and positions in Å:
C (4.271, 1.226, 2.015)
C (3.014, 1.974, 1.651)
N (1.738, 1.313, 1.994)
C (1.166, 1.723, 3.288)
C (0.051, 2.750, 3.217)
C (1.378, 0.116, 1.358)
C (0.096, -0.413, 1.706)
N (-0.346, -1.698, 1.466)
C (0.456, -2.713, 0.968)
C (-0.076, -3.976, 0.765)
C (-1.435, -4.224, 0.969)
C (-2.223, -3.203, 1.511)
C (-1.668, -1.974, 1.786)
O (2.139, -0.395, 0.508)
H (5.098, 1.720, 1.505)
H (4.459, 1.261, 3.091)
H (4.209, 0.193, 1.671)
H (2.987, 2.925, 2.196)
H (3.018, 2.200, 0.573)
H (0.810, 0.828, 3.816)
H (2.000, 2.152, 3.859)
H (-0.182, 3.074, 4.235)
H (0.360, 3.625, 2.640)
H (-0.859, 2.337, 2.779)
H (-0.601, 0.202, 2.272)
H (1.493, -2.461, 0.782)
H (0.597, -4.772, 0.454)
H (-1.877, -5.193, 0.746)
H (-3.278, -3.351, 1.750)
H (-2.196, -1.154, 2.267)
O (-5.618, 0.639, -3.648)
N (-4.852, -0.329, -3.866)
O (-5.241, -1.415, -4.353)
C (-3.476, -0.171, -3.546)
C (-2.566, -1.223, -3.779)
C (-1.257, -1.087, -3.369)
C (-0.799, 0.099, -2.713)
C (0.560, 0.183, -2.233)
C (1.198, 1.338, -1.871)
N (2.580, 1.395, -2.016)
O (3.255, 2.399, -1.646)
O (3.120, 0.394, -2.551)
C (-1.710, 1.193, -2.620)
C (-3.031, 1.054, -3.013)
H (-2.937, -2.132, -4.241)
H (-0.544, -1.891, -3.542)
H (1.144, -0.734, -2.292)
H (0.690, 2.198, -1.440)
H (-1.362, 2.141, -2.211)
H (-3.754, 1.854, -2.889)

Results of the Löwdin charge analysis, in e, for atoms 1 through 4: number 1, C, carries -0.08; number 2, C, carries -0.22; number 3, N, carries -0.07; number 4, C, carries -0.24


For reference, strongest force on any atom by record: 6.24; 6.07; 0.52; 0.56; 4.39 eV Å⁻¹.